Entry from the OMol25 dataset: 4 unconnected molecules or ions with the total composition C2H13NO4 at a distorted geometry (ωB97M-V/def2-TZVPD).

```
20
C2H13NO4 ωB97M-V/def2-TZVPD
C 1.7247 0.3771 0.5248
N 1.3204 0.5465 -0.8998
C -0.0506 0.9342 -1.0097
O -0.3997 2.1627 -0.3350
H 1.0538 -0.3011 1.0443
H 2.7462 -0.0145 0.5645
H 1.7762 1.3323 1.0305
H 1.9499 1.2467 -1.2633
H -0.6906 0.1586 -0.6133
H -0.2858 1.1153 -2.0539
H -0.0637 2.8977 -0.8550
H -0.5669 -2.1713 0.4885
H -1.1765 -1.2124 1.5081
O -0.7666 -2.0852 1.4262
H -1.8372 1.2946 0.6880
H -2.7667 0.2623 1.3015
O -1.8668 0.6018 1.3661
H 0.8881 -2.8824 -1.3754
H 0.9245 -1.3409 -1.3541
O 0.3365 -2.1123 -1.2152
```

Electronic energy ... -11964.9178 eV
Structure (SMILES) ... CNCO.O.O.O
ΔE to the lowest compared entry with this formula, charge and spin ... 12.7 kcal per mole
Kohn-Sham gap ... 10.468 eV
Lowest unoccupied orbital energy ... 0.0162 Ha
E_HOMO ... -10.03 eV